6
Properties=species:S:1:pos:R:3:forces:R:3 method="wB97M-V/def2-TZVPD" smiles="O=COO" gap_ev=11.564 de_lowest_kj_mol=389.18 multiplicity=1 total_energy_ev=-7208.5126 lumo_energy_ev=0.6
O 1.5938 1.1828 -0.2903 -0.28 -1.08 0.61
O 0.3704 -0.6355 0.1682 3.22 -1.09 -0.24
O -0.9063 -0.9980 0.4264 -1.94 1.00 2.32
C 0.5594 0.6568 0.0021 -2.61 4.03 -1.22
H -0.4851 1.2969 0.0127 2.14 -1.66 0.34
H -1.1321 -1.5030 -0.3192 -0.53 -1.20 -1.82